Entry from the OMol25 dataset: a 2-piece molecular cluster, C2H3IS2 overall at a distorted geometry (ωB97M-V with the def2-TZVPD basis set).

- multiplicity = 1
- HOMO energy (hartree) = -0.342
- ΔE to the lowest compared entry with this formula, charge and spin (kJ/mol) = 13.9
- HOMO-LUMO gap (Ha) = 0.338

Last column: Löwdin charge in e.
Positions of all 8 atoms, in Å:
C (2.00, -1.19, -0.25)  -1.494
C (-1.43, 0.53, 0.23)  -0.436
S (2.66, -0.88, 1.09)  0.726
S (1.65, -1.40, -1.73)  0.702
I (0.07, 1.99, -0.57)  0.594
H (-1.73, -0.20, -0.43)  -0.028
H (-2.19, 1.12, 0.58)  -0.051
H (-1.03, 0.03, 1.07)  -0.013

Entry from the OMol25 dataset: C4H5N in the gas phase at a distorted geometry (ωB97M-V with the def2-TZVPD basis set).

- multiplicity = 1
- structure (SMILES) = c1cc[nH]c1
- HOMO energy (hartree) = -0.316
- ΔE to the lowest compared entry with this formula, charge and spin (kJ/mol) = 41.1
- HOMO-LUMO gap (Ha) = 0.356

Last column: Löwdin charge in e.
Positions of all 10 atoms, in Å:
C (-0.61, 0.65, -0.82)  -0.080
C (-0.48, -0.89, -0.73)  -0.057
C (0.36, -1.01, 0.32)  -0.228
N (0.69, 0.13, 0.92)  0.006
C (0.09, 1.18, 0.21)  -0.149
H (-1.21, 1.18, -1.53)  0.074
H (-0.84, -1.67, -1.35)  0.073
H (0.67, -2.00, 0.66)  0.115
H (1.09, 0.23, 1.84)  0.144
H (0.25, 2.21, 0.47)  0.102

Entry from the OMol25 dataset: a 4-piece molecular cluster, C15H38FO16P3 overall at a distorted geometry (ωB97M-V with the def2-TZVPD basis set).

- multiplicity = 1
- structure (SMILES) = O=C(OCCF)OCCCO.COP(=O)(OC)OC.COP(=O)(OC)OC.COP(=O)(OC)OC
- HOMO energy (hartree) = -0.376
- ΔE to the lowest compared entry with this formula, charge and spin (kJ/mol) = 0.0
- HOMO-LUMO gap (Ha) = 0.403

Last column: Löwdin charge in e.
Positions of all 73 atoms, in Å:
O (3.79, 0.93, -0.75)  0.165
C (3.28, -0.13, -0.89)  -0.606
O (2.20, -0.56, -0.18)  0.022
C (0.94, -0.38, -0.82)  -0.139
C (0.72, 1.05, -1.27)  -0.172
F (-0.55, 1.10, -1.82)  -0.046
O (3.59, -1.04, -1.81)  0.045
C (4.62, -0.67, -2.74)  -0.133
C (4.09, 0.18, -3.88)  -0.144
C (2.74, -0.28, -4.40)  -0.249
O (2.84, -1.64, -4.83)  -0.052
H (0.19, -0.63, -0.07)  0.124
H (0.82, -1.07, -1.65)  0.131
H (0.75, 1.74, -0.42)  0.133
H (1.43, 1.38, -2.03)  0.116
H (5.40, -0.14, -2.20)  0.126
H (5.03, -1.61, -3.10)  0.127
H (4.03, 1.22, -3.57)  0.106
H (4.82, 0.14, -4.69)  0.126
H (1.97, -0.17, -3.63)  0.097
H (2.44, 0.35, -5.24)  0.120
H (2.05, -2.12, -4.56)  0.088
C (9.17, 3.44, -2.99)  -0.082
O (7.85, 3.10, -3.45)  -0.203
P (6.66, 4.13, -3.34)  0.322
O (5.42, 3.62, -3.91)  -0.219
O (7.18, 5.49, -3.98)  -0.221
C (7.28, 5.57, -5.41)  -0.082
O (6.66, 4.50, -1.81)  -0.212
C (5.68, 5.43, -1.31)  -0.076
H (9.83, 3.49, -3.84)  0.089
H (9.17, 4.39, -2.46)  0.084
H (9.49, 2.65, -2.31)  0.091
H (6.63, 4.85, -5.89)  0.085
H (8.32, 5.40, -5.70)  0.087
H (6.98, 6.57, -5.70)  0.088
H (4.78, 5.40, -1.93)  0.087
H (6.11, 6.43, -1.32)  0.089
H (5.44, 5.12, -0.30)  0.090
C (-4.00, -4.39, 3.28)  -0.075
O (-3.61, -4.48, 1.90)  -0.198
P (-2.75, -3.34, 1.22)  0.321
O (-2.41, -3.63, -0.17)  -0.218
O (-1.51, -3.08, 2.18)  -0.224
C (-0.44, -4.04, 2.19)  -0.077
O (-3.62, -2.05, 1.50)  -0.240
C (-3.12, -0.77, 1.09)  -0.069
H (-3.48, -5.16, 3.84)  0.091
H (-3.77, -3.41, 3.70)  0.088
H (-5.07, -4.55, 3.34)  0.081
H (-0.43, -4.62, 1.27)  0.087
H (-0.57, -4.70, 3.04)  0.087
H (0.49, -3.49, 2.29)  0.088
H (-2.44, -0.88, 0.24)  0.077
H (-2.60, -0.30, 1.93)  0.094
H (-3.97, -0.17, 0.79)  0.090
C (-6.79, -2.18, 2.67)  -0.072
O (-6.54, -2.18, 4.09)  -0.210
P (-7.49, -1.40, 5.08)  0.319
O (-7.11, -1.57, 6.48)  -0.220
O (-8.98, -1.85, 4.73)  -0.222
C (-9.41, -3.15, 5.17)  -0.083
O (-7.48, 0.07, 4.49)  -0.214
C (-8.26, 1.07, 5.16)  -0.080
H (-7.03, -3.20, 2.37)  0.092
H (-7.60, -1.51, 2.40)  0.088
H (-5.87, -1.87, 2.18)  0.071
H (-8.82, -3.49, 6.01)  0.085
H (-9.33, -3.85, 4.34)  0.087
H (-10.45, -3.06, 5.47)  0.088
H (-8.36, 0.84, 6.22)  0.087
H (-9.24, 1.14, 4.69)  0.089
H (-7.73, 2.01, 5.05)  0.088

Entry from the OMol25 dataset: C33H57O2OsP3 as an isolated structure at a distorted geometry (ωB97M-V with the def2-TZVPD basis set).

- multiplicity = 5
- ⟨S²⟩ = 6.05
- charge = +4
- HOMO energy (alpha / beta) (hartree) = -0.591 / -0.752
- HOMO-LUMO gap (alpha / beta) (Ha) = 0.150 / 0.163

Last column: Mulliken spin population.
Positions of all 96 atoms, in Å:
Os (0.10, 0.62, -0.35)  0.712
C (-1.27, 1.62, -1.27)  -0.033
O (-2.12, 2.20, -1.83)  0.045
C (1.33, -0.50, 0.57)  0.080
O (2.05, -1.23, 1.15)  -0.008
P (1.17, -0.37, -2.52)  0.314
C (2.42, 0.70, -3.41)  0.035
H (2.78, 0.05, -4.22)  -0.001
C (2.14, -1.94, -2.34)  0.056
H (2.70, -1.73, -1.41)  0.004
C (-0.08, -0.63, -3.85)  0.039
H (-0.55, 0.36, -3.92)  0.006
C (-1.41, 3.07, 2.14)  0.046
P (0.13, 2.08, 1.73)  0.132
H (1.59, 3.96, 2.11)  -0.004
H (-1.70, 3.50, 1.17)  0.004
C (0.91, 1.93, 3.45)  0.046
H (0.86, 2.96, 3.84)  0.017
C (1.25, -3.15, -2.09)  -0.069
H (1.84, -3.89, -1.53)  -0.008
H (0.91, -3.63, -3.02)  0.005
H (0.38, -2.90, -1.47)  0.109
C (3.17, -2.26, -3.44)  0.021
H (2.69, -2.42, -4.42)  -0.001
H (3.66, -3.20, -3.15)  0.003
H (3.95, -1.49, -3.54)  0.000
C (0.50, -0.98, -5.22)  0.021
H (1.26, -0.28, -5.56)  0.001
H (-0.33, -0.93, -5.94)  0.007
H (0.90, -2.00, -5.25)  0.000
C (-1.15, -1.63, -3.43)  0.023
H (-2.10, -1.36, -3.91)  0.004
H (-1.32, -1.62, -2.34)  0.016
H (-0.91, -2.67, -3.72)  -0.018
C (1.79, 1.94, -4.06)  0.007
H (1.84, 1.86, -5.16)  0.000
H (2.37, 2.84, -3.79)  0.000
H (0.74, 2.10, -3.77)  0.002
C (3.62, 1.05, -2.51)  0.008
H (3.31, 1.73, -1.71)  -0.002
H (4.37, 1.56, -3.13)  0.000
H (4.09, 0.16, -2.07)  0.000
C (-1.19, 4.22, 3.14)  0.021
H (-0.28, 4.81, 2.95)  0.001
H (-1.16, 3.86, 4.18)  0.000
H (-2.04, 4.91, 3.06)  0.004
C (-2.59, 2.22, 2.62)  0.054
H (-2.47, 1.87, 3.66)  -0.016
C (2.58, 2.80, 0.56)  0.030
H (-2.74, 1.34, 1.99)  -0.018
H (-3.51, 2.83, 2.59)  0.005
C (0.64, 4.46, 0.22)  0.008
H (2.39, 1.73, 0.31)  0.002
H (2.89, 3.33, -0.35)  0.009
H (3.41, 2.77, 1.28)  -0.001
C (1.31, 3.44, 1.17)  -0.020
H (1.41, 4.91, -0.42)  0.003
H (0.16, 5.27, 0.79)  0.000
H (-0.12, 3.98, -0.42)  -0.009
C (2.38, 1.49, 3.43)  0.011
H (2.53, 0.60, 2.81)  -0.002
H (2.68, 1.24, 4.46)  0.001
H (3.05, 2.29, 3.09)  -0.001
C (0.16, 1.05, 4.45)  0.066
H (0.36, -0.01, 4.25)  0.008
H (-0.93, 1.20, 4.46)  -0.020
H (0.55, 1.26, 5.46)  0.002
H (0.82, 2.07, -0.70)  -0.062
H (1.26, 1.38, -1.29)  0.129
C (-3.20, -0.39, -0.31)  0.041
P (-1.61, -0.90, 0.39)  0.116
C (-2.05, -1.17, 2.16)  0.090
C (-3.37, -1.09, 2.59)  0.220
C (-3.72, -1.44, 3.90)  0.231
C (-2.73, -1.90, 4.78)  -0.008
C (-1.40, -2.00, 4.35)  0.216
C (-1.06, -1.60, 3.05)  0.233
C (-1.56, -2.69, -0.02)  0.033
C (-2.48, -3.23, -0.94)  0.214
C (-2.44, -4.59, -1.26)  0.258
C (-1.54, -5.44, -0.60)  0.032
C (-0.67, -4.92, 0.36)  0.172
C (-0.67, -3.55, 0.64)  0.248
H (-3.46, 0.60, 0.08)  -0.007
H (-3.99, -1.10, -0.06)  0.002
H (-3.11, -0.32, -1.40)  0.003
H (-4.16, -0.73, 1.93)  0.009
H (-4.76, -1.36, 4.22)  -0.012
H (-3.00, -2.20, 5.80)  0.008
H (-0.63, -2.37, 5.02)  -0.005
H (-0.01, -1.63, 2.74)  0.031
H (-3.22, -2.59, -1.44)  0.002
H (-3.14, -4.98, -2.00)  -0.012
H (-1.53, -6.51, -0.83)  0.010
H (0.01, -5.58, 0.91)  -0.012
H (0.05, -3.15, 1.36)  0.064

Entry from the OMol25 dataset: a 9-piece molecular cluster, C17H27F4N5O22 overall at a distorted geometry (ωB97M-V with the def2-TZVPD basis set).

- multiplicity = 1
- structure (SMILES) = O=C1OC[C@@H](F)O1.O=C1OC[C@@H](F)O1.O=C1OC[C@@H](F)O1.O=C1OC[C@@H](F)O1.C[N+](=O)[O-].C[N+](=O)[O-].C[N+](=O)[O-].C[N+](=O)[O-].C[N+](=O)[O-]
- HOMO energy (hartree) = -0.394
- ΔE to the lowest compared entry with this formula, charge and spin (kJ/mol) = 0.0
- HOMO-LUMO gap (Ha) = 0.374

Last column: Löwdin charge in e.
Positions of all 75 atoms, in Å:
O (0.88, -6.76, -3.06)  0.210
C (0.59, -5.63, -3.02)  -0.549
O (-0.24, -5.03, -2.19)  0.091
C (-0.21, -3.63, -2.31)  -0.046
C (0.28, -3.49, -3.79)  -0.286
F (1.16, -2.44, -3.84)  0.030
O (0.97, -4.68, -3.99)  0.116
H (-1.09, -3.04, -2.05)  0.133
H (0.52, -3.29, -1.57)  0.113
H (-0.50, -3.27, -4.52)  0.157
O (-1.21, 3.14, 1.82)  0.172
C (-0.43, 3.94, 1.44)  -0.555
O (0.45, 3.75, 0.42)  0.051
C (1.15, 4.97, 0.18)  -0.061
C (0.98, 5.76, 1.49)  -0.253
F (0.51, 7.01, 1.15)  0.047
O (-0.17, 5.11, 2.06)  0.126
H (2.19, 4.80, -0.05)  0.124
H (0.62, 5.49, -0.62)  0.141
H (1.82, 5.79, 2.18)  0.158
O (-2.35, -0.32, -2.62)  0.163
C (-2.24, -0.05, -3.77)  -0.549
O (-1.79, 1.09, -4.27)  0.106
C (-1.63, 1.01, -5.68)  -0.031
C (-1.99, -0.44, -6.01)  -0.300
F (-0.89, -1.13, -6.40)  0.071
O (-2.43, -0.97, -4.78)  0.116
H (-2.25, 1.77, -6.16)  0.140
H (-0.60, 1.12, -6.02)  0.142
H (-2.85, -0.56, -6.67)  0.170
O (-1.12, -0.68, 3.83)  0.161
C (-0.36, 0.20, 4.07)  -0.535
O (-0.71, 1.45, 4.46)  0.083
C (0.47, 2.17, 4.79)  -0.051
C (1.45, 1.07, 4.97)  -0.321
F (1.53, 0.58, 6.25)  0.075
O (1.00, 0.11, 4.06)  0.137
H (0.79, 2.91, 4.05)  0.130
H (0.24, 2.73, 5.70)  0.150
H (2.47, 1.35, 4.70)  0.145
C (-1.66, -3.96, 2.90)  0.047
N (-0.75, -4.20, 4.08)  -0.464
O (-1.25, -4.43, 5.14)  0.069
O (0.43, -4.11, 3.85)  0.072
H (-1.25, -3.14, 2.33)  0.075
H (-2.61, -3.66, 3.34)  0.091
H (-1.72, -4.89, 2.34)  0.097
C (-5.59, 1.22, 0.26)  0.054
N (-4.75, 2.13, -0.59)  -0.448
O (-3.64, 2.36, -0.21)  0.068
O (-5.22, 2.42, -1.68)  0.055
H (-6.59, 1.23, -0.16)  0.091
H (-5.61, 1.72, 1.22)  0.100
H (-5.15, 0.23, 0.29)  0.098
C (-1.08, 0.07, 0.37)  0.061
N (0.37, -0.16, 0.14)  -0.410
O (1.13, 0.30, 0.95)  0.079
O (0.64, -0.94, -0.74)  0.058
H (-1.79, -0.40, -0.30)  0.074
H (-1.25, 1.15, 0.35)  0.080
H (-1.23, -0.37, 1.36)  0.088
C (3.40, -2.31, -1.68)  0.050
N (4.09, -3.43, -0.95)  -0.440
O (5.30, -3.36, -0.85)  0.054
O (3.44, -4.42, -0.69)  0.068
H (2.96, -1.73, -0.88)  0.079
H (2.63, -2.73, -2.31)  0.063
H (4.14, -1.62, -2.07)  0.099
C (4.08, 1.88, 0.84)  0.053
N (3.71, 2.49, 2.14)  -0.415
O (4.16, 2.00, 3.15)  0.090
O (3.09, 3.55, 2.07)  0.044
H (3.25, 1.99, 0.15)  0.089
H (4.29, 0.83, 1.04)  0.101
H (4.99, 2.39, 0.55)  0.109

Entry from the OMol25 dataset: C17H23F5NO2P2SSn as an isolated structure at a distorted geometry (ωB97M-V with the def2-TZVPD basis set).

- multiplicity = 1
- charge = +1
- HOMO energy (hartree) = -0.377
- ΔE to the lowest compared entry with this formula, charge and spin (kJ/mol) = 0.0
- HOMO-LUMO gap (Ha) = 0.270

Last column: Löwdin charge in e.
Positions of all 52 atoms, in Å:
Sn (-0.44, 0.05, 0.21)  0.697
P (-0.15, 1.57, -1.91)  0.681
C (-0.24, 0.25, -3.19)  -0.279
C (0.54, -0.99, -2.81)  -0.307
N (0.72, -1.30, -1.51)  0.007
C (1.41, -2.41, -1.17)  -0.301
C (1.91, -3.27, -2.15)  -0.006
C (1.69, -2.99, -3.49)  -0.014
C (1.00, -1.83, -3.82)  -0.004
C (1.65, -2.76, 0.29)  -0.268
P (0.40, -2.06, 1.44)  0.675
H (0.81, -1.55, -4.85)  0.126
H (2.41, -4.18, -1.84)  0.125
H (2.04, -3.66, -4.26)  0.124
H (1.63, -3.86, 0.37)  0.101
H (2.67, -2.43, 0.59)  0.117
H (-1.31, -0.02, -3.35)  0.119
H (0.16, 0.66, -4.14)  0.104
H (-4.65, -1.57, -0.38)  0.039
O (-4.60, -1.58, -1.36)  -0.095
H (-5.20, -2.32, -1.62)  0.049
H (-3.42, -1.60, 3.24)  0.035
O (-4.22, -2.13, 3.03)  -0.081
H (-4.67, -2.25, 3.89)  0.052
C (-0.94, -3.29, 1.52)  -0.237
H (-0.55, -4.25, 1.89)  0.060
H (-1.72, -2.92, 2.20)  0.035
H (-1.38, -3.44, 0.52)  0.062
C (1.19, -1.90, 3.06)  -0.247
H (0.44, -1.48, 3.75)  0.056
H (1.51, -2.88, 3.43)  0.058
H (2.06, -1.23, 3.00)  0.041
C (1.41, 2.46, -2.23)  -0.251
H (1.39, 2.87, -3.25)  0.056
H (1.51, 3.28, -1.50)  0.038
H (2.27, 1.78, -2.14)  0.054
C (-1.52, 2.70, -2.24)  -0.244
H (-1.46, 3.51, -1.49)  0.056
H (-1.42, 3.13, -3.25)  0.059
H (-2.48, 2.17, -2.15)  0.059
F (-0.68, 6.03, 3.14)  0.125
C (-0.06, 4.91, 2.73)  -0.110
C (-0.56, 3.65, 3.10)  -0.121
F (-1.68, 3.56, 3.85)  0.117
C (0.05, 2.51, 2.61)  -0.230
F (-0.51, 1.29, 2.92)  -0.024
C (1.14, 2.56, 1.72)  -0.524
S (1.76, 1.09, 0.97)  0.563
C (1.66, 3.83, 1.41)  -0.206
F (2.71, 3.93, 0.55)  0.061
C (1.06, 4.99, 1.90)  -0.118
F (1.51, 6.21, 1.49)  0.119